46
Properties=species:S:1:pos:R:3:mulliken_charge:R:1 method="wB97M-V/def2-TZVPD" energy_ev=-39690.8260 charge=-1 e_above_lowest_kcal_mol=0.1 max_force_ev_per_a=2.6
N 2.700 -1.802 -2.364 -0.58
C 1.544 -1.970 -2.343 -0.01
C 0.118 -2.185 -2.243 0.02
C -0.767 -1.075 -2.234 -0.40
C -2.143 -1.353 -2.328 0.63
N -3.150 -0.574 -2.892 0.85
O -3.231 0.593 -3.224 -0.73
O -4.283 -1.447 -3.015 -0.20
N -3.995 -2.699 -2.541 -0.60
C -2.676 -2.647 -2.200 0.70
C -1.769 -3.738 -1.918 -0.58
N -2.186 -5.049 -1.465 0.94
O -3.382 -5.309 -1.241 -0.59
O -1.261 -5.883 -1.296 -0.63
C -0.395 -3.489 -2.041 -0.11
H -0.432 -0.040 -2.309 0.42
H 0.291 -4.332 -1.968 0.52
C -2.208 4.380 1.205 -1.19
C -2.495 2.921 1.410 -0.22
O -1.401 2.180 0.800 -0.21
C -1.679 0.875 0.684 0.54
C -0.465 0.003 0.635 0.53
C -0.673 -1.449 0.780 -1.21
N 0.683 0.614 0.748 -0.27
C 1.848 0.089 0.982 -0.73
C 2.992 0.888 1.338 0.77
C 4.221 0.292 1.697 -0.51
C 5.308 1.084 2.033 -0.46
C 5.189 2.480 2.028 -0.41
C 3.962 3.075 1.719 -0.43
C 2.868 2.288 1.381 -0.53
O -2.816 0.410 0.670 -0.76
H -2.983 4.965 1.701 0.40
H -1.236 4.652 1.623 0.29
H -2.220 4.634 0.139 0.28
H -2.530 2.660 2.478 0.28
H -3.438 2.621 0.937 0.30
H -1.688 -1.668 0.433 0.23
H 0.069 -2.009 0.195 0.16
H -0.597 -1.773 1.832 0.48
H 1.988 -1.006 0.957 0.14
H 4.276 -0.795 1.709 0.33
H 6.248 0.617 2.311 0.35
H 6.046 3.094 2.288 0.34
H 3.854 4.157 1.752 0.35
H 1.894 2.720 1.156 0.51



21
Properties=species:S:1:pos:R:3:mulliken_charge:R:1 method="wB97M-V/def2-TZVPD" energy_ev=-29563.7007 e_above_lowest_kcal_mol=84.9 max_force_ev_per_a=9.9
C 1.764 -1.401 -1.960 -0.85
N 0.547 -1.034 -1.080 -0.18
C 0.768 -0.590 0.230 -0.48
C -0.025 0.772 0.548 -0.73
C -1.460 0.673 0.973 -0.43
S -1.885 1.710 2.423 -0.06
S -0.147 1.384 3.799 -0.28
H 2.737 -1.407 -1.228 0.23
H 2.077 -0.633 -2.684 0.28
H 1.893 -2.400 -2.350 0.35
H -0.025 -1.765 -1.254 0.20
H 1.775 -0.116 0.223 0.31
H 0.599 -1.237 1.132 0.20
H 0.634 1.360 1.375 0.46
H -0.270 1.482 -0.262 0.38
H -2.082 1.128 0.201 -0.07
H -1.784 -0.266 1.193 0.48
H -0.056 0.129 4.325 0.16
O -1.720 0.846 -2.209 -0.62
H -0.964 0.518 -1.978 0.28
H -2.377 0.848 -1.416 0.35



97
Properties=species:S:1:pos:R:3:mulliken_charge:R:1 method="wB97M-V/def2-TZVPD" energy_ev=-106409.6451 max_force_ev_per_a=11.4
O 2.607 -0.238 2.166 -0.39
S 3.322 0.270 0.892 1.13
O 4.768 0.738 1.296 -0.56
F 3.539 -0.973 -0.320 -0.19
N 2.532 1.597 0.076 -0.32
S 0.973 1.988 0.761 0.78
O 0.393 3.156 -0.129 -0.53
O 1.074 2.605 2.209 -0.50
C -0.291 0.606 0.684 0.70
F -1.312 0.916 -0.386 -0.21
F -1.079 0.600 1.973 -0.15
F 0.260 -0.728 0.333 -0.14
H 3.143 2.444 0.267 0.44
F 1.443 -4.799 -2.508 -0.34
C 2.657 -4.922 -1.953 0.27
C 3.140 -3.907 -1.134 -0.33
C 4.401 -4.037 -0.551 -0.32
C 5.169 -5.176 -0.804 -0.55
C 4.677 -6.186 -1.631 -0.42
C 3.412 -6.061 -2.204 -0.37
H 2.533 -3.026 -0.956 0.50
H 4.785 -3.253 0.097 0.36
H 6.155 -5.275 -0.353 0.37
H 5.279 -7.070 -1.830 0.40
H 3.010 -6.841 -2.843 0.43
F 7.586 -4.369 -4.340 -0.32
C 6.644 -4.473 -5.287 0.24
C 6.954 -5.088 -6.495 -0.47
C 5.973 -5.200 -7.480 -0.40
C 4.694 -4.687 -7.249 -0.37
C 4.394 -4.067 -6.035 -0.14
C 5.373 -3.964 -5.047 -0.47
H 7.955 -5.473 -6.660 0.41
H 6.203 -5.686 -8.425 0.36
H 3.930 -4.771 -8.019 0.35
H 3.400 -3.664 -5.859 0.27
H 5.155 -3.494 -4.094 0.51
F -6.657 4.021 -3.386 -0.32
C -5.443 3.898 -2.831 0.21
C -4.960 4.912 -2.013 -0.44
C -3.699 4.783 -1.430 -0.38
C -2.931 3.643 -1.683 -0.38
C -3.423 2.633 -2.510 -0.35
C -4.688 2.758 -3.083 -0.43
H -5.567 5.794 -1.835 0.42
H -3.315 5.566 -0.782 0.40
H -1.945 3.545 -1.232 0.43
H -2.821 1.749 -2.708 0.42
H -5.090 1.978 -3.722 0.42
F 2.600 -1.744 -6.339 -0.24
C 1.331 -1.695 -6.768 0.42
C 0.841 -2.718 -7.571 -0.18
C -0.481 -2.670 -8.013 -0.46
C -1.296 -1.593 -7.655 -0.46
C -0.792 -0.568 -6.853 -0.40
C 0.526 -0.622 -6.402 -0.52
H 1.490 -3.543 -7.846 0.29
H -0.877 -3.469 -8.635 0.36
H -2.325 -1.554 -8.004 0.36
H -1.426 0.272 -6.579 0.40
H 0.931 0.162 -5.770 0.43
F -1.796 3.787 1.999 -0.30
C -2.967 3.591 2.618 0.07
C -3.130 4.027 3.929 -0.42
C -4.351 3.827 4.573 -0.17
C -5.393 3.182 3.902 -0.61
C -5.219 2.744 2.589 -0.62
C -4.001 2.954 1.941 0.08
H -2.306 4.518 4.437 0.48
H -4.490 4.171 5.595 0.23
H -6.344 3.023 4.406 0.38
H -6.030 2.239 2.070 0.40
H -3.851 2.627 0.918 0.46
F -2.856 -3.115 3.209 -0.30
C -1.715 -3.074 3.909 0.13
C -0.684 -2.241 3.489 -0.09
C 0.502 -2.194 4.222 -0.19
C 0.648 -2.990 5.360 -0.60
C -0.391 -3.827 5.771 -0.43
C -1.581 -3.865 5.045 -0.41
H -0.812 -1.636 2.598 0.32
H 1.312 -1.540 3.906 0.38
H 1.575 -2.957 5.929 0.38
H -0.273 -4.448 6.655 0.36
H -2.402 -4.503 5.355 0.41
F -4.656 5.974 7.010 -0.35
C -3.515 6.014 7.710 0.31
C -2.484 6.847 7.291 -0.27
C -1.298 6.894 8.023 -0.41
C -1.152 6.098 9.162 -0.43
C -2.191 5.262 9.572 -0.39
C -3.381 5.224 8.846 -0.35
H -2.612 7.452 6.399 0.43
H -0.488 7.548 7.707 0.36
H -0.225 6.132 9.730 0.36
H -2.073 4.640 10.456 0.35
H -4.202 4.586 9.156 0.40



132
Properties=species:S:1:pos:R:3:mulliken_charge:R:1 method="wB97M-V/def2-TZVPD" spin_multiplicity=2 energy_ev=-62489.2925 charge=+1 s2=0.75 e_above_lowest_kcal_mol=3.0 max_force_ev_per_a=4.0
C 16.796 7.563 -8.927 -2.03
C 17.521 8.919 -8.661 2.09
C 16.501 10.032 -8.389 -0.56
C 17.104 11.341 -7.824 -0.32
C 17.955 10.873 -6.566 -1.49
C 19.063 9.802 -6.817 1.52
N 18.395 8.689 -7.487 1.01
O 19.314 7.640 -7.586 -0.36
C 20.274 10.529 -7.443 -1.87
C 19.462 9.225 -5.431 -2.03
C 18.289 9.356 -9.871 -2.06
H 16.140 7.410 -8.070 0.39
H 17.502 6.763 -9.151 0.56
H 16.197 7.528 -9.837 0.38
H 15.866 10.125 -9.271 0.75
H 15.886 9.729 -7.542 -0.92
H 16.351 11.982 -7.367 0.07
H 17.638 11.850 -8.627 0.47
H 17.254 10.496 -5.821 0.43
H 18.488 11.795 -6.336 0.53
H 20.067 11.200 -8.277 0.47
H 20.750 10.976 -6.570 0.48
H 20.961 9.750 -7.774 0.51
H 18.662 8.590 -5.051 0.44
H 20.330 8.582 -5.576 0.46
H 19.812 10.051 -4.811 0.45
H 18.978 10.200 -9.846 0.15
H 17.624 9.487 -10.725 0.57
H 19.074 8.628 -10.074 0.42
H 18.756 6.921 -7.280 0.39
C 22.768 13.411 -7.359 -1.90
C 23.995 13.198 -8.246 1.34
C 24.375 14.578 -9.022 -1.29
C 25.707 14.488 -9.630 -0.57
C 26.731 14.160 -8.595 -1.27
C 26.533 12.808 -7.898 2.04
N 25.140 12.867 -7.355 0.10
O 24.820 11.562 -6.836 -0.54
C 26.976 11.713 -8.812 -1.85
C 27.413 12.901 -6.654 -2.03
C 23.520 12.049 -9.323 -1.11
H 22.484 12.481 -6.867 0.28
H 21.853 13.820 -7.787 0.40
H 22.915 14.210 -6.633 0.45
H 23.539 14.804 -9.682 0.51
H 24.252 15.416 -8.336 0.36
H 25.876 15.378 -10.236 0.40
H 25.705 13.670 -10.350 0.22
H 26.886 14.976 -7.889 0.45
H 27.576 14.163 -9.284 0.41
H 28.044 11.853 -8.977 0.49
H 26.829 10.725 -8.377 0.35
H 26.571 11.761 -9.823 0.38
H 27.756 11.927 -6.307 0.38
H 28.277 13.555 -6.770 0.43
H 26.975 13.411 -5.796 0.47
H 22.923 12.481 -10.126 0.34
H 22.874 11.410 -8.721 0.13
H 24.303 11.373 -9.668 0.31
H 25.041 11.607 -5.903 0.34
C 14.450 7.704 -5.276 -0.35
O 13.170 8.042 -4.789 -0.28
C 12.398 6.959 -4.310 -1.07
C 11.706 5.969 -5.233 -0.43
N 12.755 4.952 -5.587 -0.23
C 12.143 3.863 -6.399 -0.74
C 11.348 4.406 -7.576 -0.42
O 11.253 3.191 -8.369 -0.29
C 10.542 3.117 -9.554 -0.75
H 15.087 7.741 -4.393 0.29
H 14.837 8.461 -5.958 -0.18
H 14.507 6.714 -5.729 0.44
H 11.713 7.388 -3.578 0.40
H 13.210 6.496 -3.749 0.45
H 11.508 6.540 -6.140 0.30
H 10.815 5.573 -4.745 0.40
H 13.387 4.699 -4.841 0.26
H 11.438 3.445 -5.681 0.30
H 12.800 3.132 -6.870 0.43
H 11.966 5.114 -8.127 0.27
H 10.380 4.831 -7.309 0.34
H 9.482 3.105 -9.301 0.30
H 10.775 2.187 -10.072 0.25
H 10.596 4.010 -10.177 0.30
C 19.907 3.075 -14.002 -0.72
O 19.529 4.357 -13.312 -0.34
C 20.508 5.363 -13.368 -0.53
C 20.139 6.545 -12.525 -0.87
N 18.931 7.188 -12.957 -0.12
C 19.136 8.278 -14.007 -0.62
C 17.798 9.051 -14.329 -0.43
O 17.435 8.813 -15.721 -0.38
C 18.035 9.540 -16.793 -0.86
H 19.108 2.334 -14.034 0.23
H 20.835 2.735 -13.543 0.30
H 20.268 3.403 -14.976 0.32
H 20.534 5.796 -14.368 0.25
H 21.505 4.997 -13.125 0.46
H 20.990 7.217 -12.408 0.49
H 20.074 6.353 -11.454 0.26
H 18.348 6.485 -13.387 0.30
H 19.540 7.833 -14.917 0.39
H 19.874 8.996 -13.650 0.39
H 17.832 10.099 -14.033 0.27
H 17.078 8.556 -13.677 0.25
H 19.121 9.526 -16.707 0.30
H 17.964 10.627 -16.795 0.35
H 17.966 9.031 -17.755 0.35
C 12.069 15.471 -6.358 -0.71
O 11.991 14.605 -7.482 -0.41
C 13.147 13.698 -7.655 -0.54
C 12.914 12.319 -6.857 -0.51
N 13.270 12.401 -5.451 -0.17
C 14.709 12.253 -5.174 0.12
C 14.895 12.389 -3.598 -0.86
O 13.850 11.748 -3.009 -0.39
C 14.249 10.394 -2.611 -0.73
H 11.814 14.881 -5.478 0.28
H 11.312 16.249 -6.455 0.27
H 12.965 16.059 -6.156 0.28
H 14.082 14.187 -7.380 0.32
H 13.315 13.549 -8.722 0.39
H 13.437 11.426 -7.198 0.21
H 11.874 12.013 -6.968 0.45
H 12.809 11.707 -4.881 0.28
H 15.353 12.920 -5.746 0.40
H 15.042 11.264 -5.489 -0.38
H 15.007 13.463 -3.454 0.44
H 15.887 12.149 -3.214 0.33
H 14.536 9.605 -3.305 0.16
H 13.462 10.011 -1.961 0.33
H 15.108 10.391 -1.940 0.47



13
Properties=species:S:1:pos:R:3:mulliken_charge:R:1 method="wB97M-V/def2-TZVPD" energy_ev=-6324.8164 e_above_lowest_kcal_mol=8.1 max_force_ev_per_a=1.5
C -1.733 0.099 0.297 -1.22
C -0.359 -0.293 -0.247 -0.02
C 0.748 -0.022 0.773 -1.06
C 2.933 0.051 -1.492 0.10
O 2.088 0.499 -2.106 -0.12
H -1.771 1.172 0.524 0.32
H -1.960 -0.446 1.222 0.32
H -2.532 -0.116 -0.420 0.33
H -0.355 -1.357 -0.522 0.25
H -0.166 0.266 -1.173 0.24
H 0.781 1.044 1.030 0.29
H 0.582 -0.594 1.693 0.35
H 1.745 -0.303 0.421 0.22



32
Properties=species:S:1:pos:R:3:mulliken_charge:R:1 method="wB97M-V/def2-TZVPD" energy_ev=-27343.0346 e_above_lowest_kcal_mol=207.1 max_force_ev_per_a=18.7
O -2.611 -4.365 -0.263 -0.44
C -2.102 -3.428 -0.040 0.39
C -1.238 -2.458 -1.031 -0.43
O -0.049 -2.325 -0.783 -0.29
C 0.775 -1.108 -1.045 0.52
C 1.672 -0.620 -0.290 -0.09
C 2.634 0.493 -0.577 -0.70
C 2.136 1.210 -1.709 -0.31
C 1.174 0.837 -2.399 -0.47
C 0.137 -0.245 -2.390 -0.89
N -1.982 -2.980 1.151 -0.14
C -1.386 -1.721 1.714 0.38
N -1.005 -1.453 2.972 -0.62
N -0.314 -0.209 3.014 -0.37
C -0.488 0.338 1.951 0.28
C -0.355 1.666 1.263 0.46
C 0.438 2.651 1.889 -0.49
C 0.515 3.622 1.081 -0.58
C -0.049 3.264 -0.233 -0.34
O -0.669 2.143 -0.022 -0.25
O -1.153 -0.543 1.021 -0.09
H -1.314 -3.061 -2.166 0.18
H -1.955 -1.453 -1.291 0.28
H 2.035 -1.366 0.648 0.15
H 3.362 0.796 0.155 0.44
H 2.596 2.106 -2.006 0.42
H 0.623 1.480 -3.099 0.31
H -0.575 -0.673 -2.798 0.93
H -2.238 -3.494 2.138 0.34
H 0.814 2.558 2.888 0.50
H 1.114 4.528 1.114 0.39
H -0.541 3.808 -0.858 0.54



26
Properties=species:S:1:pos:R:3:mulliken_charge:R:1 method="wB97M-V/def2-TZVPD" energy_ev=-71671.4545 charge=+1 e_above_lowest_kcal_mol=0.0 max_force_ev_per_a=6.7
O -0.104 -0.042 -7.242 -0.13
C 0.165 -0.037 -6.155 0.13
Zn -0.859 -0.066 -1.570 0.64
O 1.697 -0.060 -3.299 -0.17
C 0.773 -0.063 -2.617 0.25
C -2.707 -0.076 -0.927 0.27
O -3.807 -0.087 -0.603 -0.20
C -0.947 -2.006 -1.750 0.23
O -1.030 -3.137 -1.920 -0.20
C -0.990 1.866 -1.786 0.20
O -1.087 2.991 -1.983 -0.20
H -1.590 -0.089 -3.030 -0.40
C 1.446 0.144 4.206 -1.43
C 0.927 0.063 2.804 1.15
C 1.401 0.940 1.844 -0.90
C 0.892 0.879 0.550 0.10
N -0.029 -0.031 0.300 0.07
C -0.520 -0.899 1.159 0.06
C -0.031 -0.868 2.461 -0.96
H 2.523 -0.016 4.223 0.35
H 1.243 1.126 4.627 0.35
H 0.981 -0.600 4.840 0.35
H 2.151 1.690 2.064 0.43
H 1.236 1.575 -0.238 0.33
H -1.300 -1.622 0.866 0.33
H -0.434 -1.574 3.175 0.34